An isolated molecule of C7H6F3NO2 at a distorted geometry. Source: OMol25; level of theory: the ωB97M-V functional and the def2-TZVPD basis.

Bonds (Å) are listed after each position.
Geometry (Å):
1 C 1.41 -0.83 -0.84  C2 1.299, C3 1.491, H14 1.156
2 C 1.02 0.31 -1.34  C1 1.299, C5 1.592, H15 1.196
3 C 1.00 -1.46 0.45  C1 1.491, C4 1.360, F11 1.314
4 C 1.47 -1.11 1.67  C3 1.360, F12 1.277, H17 1.106
5 C 0.13 1.42 -0.62  C2 1.592, C6 1.511, F13 1.329, H16 1.121
6 C -1.09 0.76 -0.01  C5 1.511, C7 1.312, N8 1.500
7 C -1.35 0.56 1.26  C6 1.312, H18 1.092, H19 1.017
8 N -2.07 0.27 -1.04  C6 1.500, O9 1.207, O10 1.195
9 O -1.54 0.18 -2.11  N8 1.207
10 O -3.20 0.05 -0.72  N8 1.195
11 F 0.00 -2.31 0.34  C3 1.314
12 F 1.21 -1.80 2.72  C4 1.277
13 F 0.84 1.98 0.35  C5 1.329
14 H 2.00 -1.65 -1.40  C1 1.156
15 H 1.24 0.70 -2.45  C2 1.196
16 H -0.18 2.15 -1.41  C5 1.121
17 H 2.10 -0.21 1.66  C4 1.106
18 H -2.26 0.02 1.51  C7 1.092
19 H -0.74 0.96 1.97  C7 1.017

Values from the calculation:
2S+1   1
Energy above the lowest of the compared OMol25 structures with the same formula, charge and spin   378.2 kJ/mol
HOMO   -9.2808 eV
LUMO energy   -0.37 eV
Max |F|   5.34 eV Å⁻¹
SMILES string   C=C([C@@H](F)/C=C\C(F)=C\F)[N+](=O)[O-]
Energy   -774.95133 hartree
Kohn-Sham gap   8.91 eV